{"formula": "C5H11ClOSi", "method": "wB97M-V/def2-TZVPD", "homo_lumo_gap_ev": [8.7, 7.1], "e_tot_ha": -1021.85548, "spin_multiplicity": 1, "relative_energy_kcal_mol": 130.60, "elements": ["H", "O", "H", "H", "C", "Cl", "H", "H", "C", "H", "H", "H", "H", "H", "Si", "C", "C", "H", "C"], "positions_angstrom": [[4.281308, -2.124399, 0.204862], [-1.690039, 2.106696, -0.164511], [2.400704, -0.969869, -1.058955], [-2.128327, 0.294396, -2.617825], [2.218874, -1.423856, -0.042446], [-2.817361, -1.778124, -1.647577], [-0.250648, 2.573957, 1.229188], [2.982615, -2.537819, 1.439047], [-1.051810, 3.104066, 0.682014], [1.346880, -1.034442, 1.834855], [2.930329, -3.303943, -0.124335], [-2.265138, 0.067142, 1.244510], [-0.606325, 3.969451, 0.013791], [-1.907320, 3.523962, 1.302962], [-1.793721, 0.495257, -0.016029], [1.270693, -0.996329, 0.737248], [3.242654, -2.368586, 0.416817], [-3.543165, 0.433560, -1.794778], [-2.620204, -0.031120, -1.638837]], "forces_ev_per_angstrom": [[-0.09, 0.07, 0.13], [0.34, 1.34, 0.01], [-0.75, -0.84, 0.75], [0.17, -0.56, 1.62], [0.65, 2.18, -2.18], [-0.15, -0.64, -0.04], [-0.37, 0.75, 0.13], [0.68, -0.38, 0.96], [-0.75, 0.56, -1.11], [-0.75, -0.30, -0.43], [0.92, 0.41, 0.48], [-0.96, -0.50, 1.05], [-0.89, -1.90, 1.29], [1.54, -0.37, -0.34], [2.07, -0.02, -1.62], [-0.62, 0.95, 0.92], [-0.81, -1.74, -0.83], [-1.88, 0.53, 0.31], [1.66, 0.46, -1.11]]}